{"formula": "C39H90N4O5", "method": "ωB97M-V with the def2-TZVPD basis set", "elements": ["C", "C", "N", "C", "C", "C", "C", "H", "H", "H", "H", "H", "H", "H", "H", "H", "H", "H", "H", "H", "H", "H", "C", "C", "N", "C", "C", "C", "C", "H", "H", "H", "H", "H", "H", "H", "H", "H", "H", "H", "H", "H", "H", "H", "C", "C", "N", "C", "C", "C", "C", "H", "H", "H", "H", "H", "H", "H", "H", "H", "H", "H", "H", "H", "H", "H", "C", "C", "N", "C", "C", "C", "C", "H", "H", "H", "H", "H", "H", "H", "H", "H", "H", "H", "H", "H", "H", "H", "C", "C", "O", "C", "H", "H", "H", "H", "H", "H", "C", "C", "O", "C", "H", "H", "H", "H", "H", "H", "C", "C", "O", "C", "H", "H", "H", "H", "H", "H", "C", "C", "O", "C", "H", "H", "H", "H", "H", "H", "C", "C", "O", "C", "H", "H", "H", "H", "H", "H"], "positions_angstrom": [[4.81425, -3.07062, -3.83761], [4.28703, -1.81953, -3.11698], [2.92655, -1.47038, -3.49360], [1.91074, -2.44890, -3.11533], [1.81801, -2.72055, -1.64067], [2.73298, -0.93020, -4.82154], [3.75992, 0.13868, -5.20768], [4.13922, -3.90136, -3.62270], [5.84513, -3.34028, -3.60775], [4.78396, -2.99525, -4.93028], [4.29008, -2.05068, -2.04935], [4.99425, -0.99341, -3.20084], [0.98731, -1.94711, -3.43382], [1.92030, -3.34458, -3.75406], [0.92975, -3.33245, -1.45103], [2.60341, -3.35354, -1.22161], [1.68947, -1.80571, -1.06474], [1.72512, -0.51071, -4.83158], [2.82310, -1.65521, -5.64595], [3.48833, 0.55792, -6.17430], [4.73709, -0.33091, -5.37321], [3.98141, 0.85774, -4.41735], [2.76930, 2.94577, 1.45620], [4.19025, 2.92154, 1.91529], [5.15760, 2.95746, 0.82308], [5.12835, 1.83168, -0.10511], [5.26887, 0.47624, 0.66439], [6.50977, 3.28127, 1.31443], [7.23503, 4.20271, 0.34451], [2.02345, 2.92942, 2.24980], [2.59103, 1.97245, 0.97592], [2.62231, 3.74277, 0.72723], [4.37069, 3.79430, 2.55257], [4.32201, 2.09766, 2.63798], [4.16575, 1.72569, -0.60597], [5.97351, 1.94865, -0.78056], [4.29612, 0.15177, 1.02356], [5.59883, -0.21685, -0.12296], [6.08650, 0.40739, 1.37812], [7.15071, 2.39820, 1.42710], [6.34259, 3.72108, 2.29475], [8.27583, 4.32582, 0.64477], [6.71202, 5.13520, 0.14417], [7.27551, 3.68526, -0.62031], [-2.30769, -6.57771, 5.32685], [-0.93494, -6.30842, 5.95369], [-0.11926, -5.29159, 5.33803], [0.43107, -5.61112, 4.03543], [1.57325, -6.63157, 4.15963], [-0.65949, -3.94573, 5.50154], [0.20939, -2.76117, 5.10505], [-2.26969, -6.58382, 4.23574], [-3.12480, -5.94819, 5.68151], [-2.67460, -7.58347, 5.56195], [-1.03382, -6.06546, 7.01468], [-0.32060, -7.21366, 5.92796], [-0.31943, -5.98508, 3.32695], [0.87897, -4.72705, 3.58535], [1.24644, -7.67486, 4.17782], [2.19278, -6.58928, 3.25830], [2.20424, -6.46301, 5.02941], [-1.04808, -3.79921, 6.51188], [-1.57169, -3.91718, 4.87507], [-0.37338, -1.84277, 5.18688], [0.45817, -2.79404, 4.04344], [1.06897, -2.73326, 5.77498], [-3.72432, 2.08626, -5.72798], [-4.14011, 2.18709, -4.24186], [-4.44204, 0.96215, -3.54591], [-5.57872, 0.22889, -4.09468], [-6.81399, 1.06098, -4.36842], [-3.29134, 0.08397, -3.36846], [-2.24418, 0.69056, -2.42791], [-4.35131, 1.42503, -6.31808], [-2.67214, 1.80036, -5.82537], [-3.67262, 3.09527, -6.14603], [-3.37751, 2.71479, -3.65885], [-4.95552, 2.90979, -4.13974], [-5.21649, -0.25958, -5.01723], [-5.84742, -0.61968, -3.45839], [-7.05451, 1.78706, -3.59100], [-6.70740, 1.66313, -5.27551], [-7.66333, 0.40067, -4.54021], [-2.87775, -0.27404, -4.32016], [-3.65279, -0.80688, -2.84552], [-1.62877, 1.44235, -2.92338], [-1.58574, -0.06041, -1.99315], [-2.83856, 1.16615, -1.64300], [-2.98979, -2.30304, 0.25791], [-4.39109, -2.38953, -0.35505], [-4.83619, -3.47012, -0.65197], [-5.27631, -1.15600, -0.27448], [-2.71251, -1.28272, 0.49897], [-2.32251, -2.67778, -0.51804], [-2.98764, -2.90526, 1.16263], [-4.75795, -0.38678, 0.29356], [-6.21934, -1.41017, 0.20656], [-5.53439, -0.69978, -1.23285], [-0.22008, 3.47231, 4.93720], [-1.04642, 3.96033, 3.78422], [-0.85114, 3.50370, 2.67183], [-2.06300, 5.03474, 4.01347], [0.55910, 2.81255, 4.54761], [-0.75219, 2.77162, 5.58764], [0.26354, 4.27455, 5.49131], [-3.00585, 4.56523, 4.31709], [-2.26888, 5.67530, 3.16347], [-1.79662, 5.59956, 4.91064], [1.78139, 1.46302, -1.97906], [1.64394, 2.71300, -2.78558], [0.55659, 3.10137, -3.13988], [2.86921, 3.52515, -3.12169], [1.83111, 1.76070, -0.92437], [2.67475, 0.87257, -2.18122], [0.91716, 0.79931, -1.99092], [2.62273, 4.15429, -3.97726], [3.76072, 2.95049, -3.36268], [3.07063, 4.21925, -2.30181], [-0.72083, 0.74947, 1.02181], [0.05513, -0.34776, 1.68498], [0.09851, -1.49231, 1.30777], [0.85532, 0.01939, 2.91502], [-1.48190, 0.41287, 0.32020], [-0.07573, 1.40438, 0.42840], [-1.19874, 1.41226, 1.74053], [1.17944, 1.05816, 2.92954], [1.69346, -0.66876, 3.01331], [0.29213, -0.12877, 3.84021], [-4.59718, 2.97129, 1.35296], [-5.70695, 2.23749, 0.64034], [-6.43762, 1.50930, 1.27069], [-5.94717, 2.47569, -0.84099], [-3.60615, 2.51885, 1.32724], [-4.90526, 3.19188, 2.36973], [-4.45565, 3.89901, 0.78504], [-6.77760, 3.15885, -1.02324], [-6.14248, 1.52311, -1.32292], [-5.06240, 2.94305, -1.27611]], "forces_ev_per_a": [[-0.256, -0.066, -0.592], [0.295, -0.916, 0.085], [0.593, 0.257, 0.482], [-0.415, 1.041, -0.971], [-0.487, -0.904, 0.386], [0.533, 0.411, -0.143], [0.627, -0.696, 0.204], [0.270, -0.166, 0.220], [-0.083, 0.024, 0.364], [-0.036, 0.360, 0.033], [-0.135, 0.060, 0.054], [-0.274, 0.210, -0.324], [-0.167, -0.165, 0.232], [0.313, -0.269, 0.291], [-0.140, 0.207, -0.094], [0.353, 0.379, -0.123], [0.231, 0.021, 0.027], [-0.049, 0.002, -0.198], [-0.384, -0.408, 0.177], [-0.117, 0.465, 0.221], [-0.122, -0.145, -0.083], [-0.550, 0.348, -0.186], [-0.323, -1.176, -0.724], [0.429, 0.386, 0.926], [-0.090, 0.617, 0.165], [0.249, -0.925, 2.169], [0.569, -0.145, -1.957], [-0.577, 0.075, -0.567], [0.003, -0.598, -0.432], [0.162, 0.611, 0.161], [-0.143, 0.252, -0.304], [-0.283, 0.018, 0.123], [0.063, 0.166, -0.297], [0.159, -0.336, -0.299], [0.252, 0.597, -0.409], [-0.286, 0.034, -0.309], [0.164, -0.123, 0.412], [-0.404, -0.326, 0.192], [-0.309, 0.373, 0.440], [-0.191, -0.190, 0.265], [0.473, 0.160, 0.046], [-0.056, 0.392, 0.087], [0.117, 0.149, 0.358], [0.045, 0.062, -0.007], [-0.419, -0.730, -0.029], [0.261, -0.422, 0.001], [0.750, 1.199, 0.623], [0.527, -0.437, 0.363], [-0.028, -0.503, -0.722], [-1.467, -0.247, -1.139], [-0.239, -0.458, 0.024], [-0.001, 0.353, 0.013], [0.279, 0.447, -0.181], [0.332, -0.042, 0.201], [-0.111, 0.056, -0.020], [-0.263, -0.148, -0.025], [-0.084, 0.039, -0.074], [-0.258, 0.145, 0.151], [-0.242, 0.093, 0.257], [0.078, 0.155, 0.090], [-0.067, 0.221, 0.034], [0.348, -0.282, 0.191], [-0.106, 0.428, 0.015], [-0.035, -0.026, 0.407], [0.449, -0.124, 0.163], [0.262, 0.257, -0.353], [0.916, 0.591, 0.607], [0.239, 0.860, -0.142], [-0.391, -0.272, 0.539], [0.574, -0.329, -0.487], [-0.040, 0.365, -0.583], [-0.038, -0.316, 0.661], [-0.403, 0.295, -0.549], [-0.085, 0.093, -0.095], [-0.158, -0.574, 0.104], [-0.589, -0.044, -0.134], [0.348, -0.252, -0.261], [-0.412, -0.429, -0.157], [-0.474, -0.008, -0.222], [0.200, 0.221, 0.341], [0.028, -0.304, 0.289], [0.089, -0.095, -0.030], [-0.066, 0.043, 0.135], [0.152, 0.117, -0.102], [-0.192, -0.079, -0.218], [0.048, 0.059, 0.138], [-0.044, -0.116, -0.059], [0.320, 0.072, 0.197], [-0.601, 0.423, -1.010], [-0.311, 0.018, 1.396], [-0.045, -0.094, -0.620], [0.296, 0.281, -0.174], [0.066, 0.009, 0.049], [0.342, -0.229, 0.397], [0.215, -0.197, -0.106], [-0.181, 0.042, 0.136], [0.058, -0.058, 0.084], [0.178, -0.296, -0.171], [0.610, -0.959, 0.013], [0.308, -0.065, -1.052], [-0.209, 0.168, 0.379], [-0.436, -0.064, 1.143], [0.103, 0.317, -0.249], [-0.414, 0.583, 0.251], [-0.295, 0.025, 0.204], [-0.005, -0.166, -0.223], [0.242, -0.084, -0.148], [0.105, 0.285, -0.263], [0.157, -0.467, 0.957], [-0.116, -0.198, -0.306], [-0.362, 0.122, -0.094], [-0.070, 0.431, -0.263], [0.245, 0.177, -0.082], [0.014, 0.082, -0.186], [-0.140, 0.189, -0.546], [-0.031, -0.067, -0.018], [-0.001, -0.137, 0.275], [0.182, -0.206, 0.153], [-0.518, 0.381, -0.463], [0.346, 0.146, 0.612], [-0.332, -0.275, -0.554], [0.197, 0.139, 0.434], [0.121, -0.394, 0.087], [0.285, -0.071, 0.211], [0.141, -0.049, 0.202], [0.070, -0.002, -0.160], [0.144, 0.118, -0.193], [-0.380, 0.028, -0.212], [0.034, 1.015, -0.899], [-0.446, -0.267, 0.267], [-0.143, -0.181, -0.011], [0.787, 0.205, 0.245], [-0.153, -0.481, 0.021], [0.092, -0.117, 0.097], [0.050, 0.172, 0.368], [-0.149, -0.083, 0.281], [-0.043, 0.034, -0.092], [-0.017, -0.174, -0.225]], "mulliken_charge": [-1.4357, -0.7436, 0.7464, -0.6208, -1.2549, -0.6478, -1.4035, 0.2764, 0.4323, 0.2570, 0.3913, 0.4621, 0.3519, 0.3624, 0.4646, 0.3410, 0.1341, 0.4242, 0.4405, 0.4001, 0.3596, 0.2712, 0.1226, -0.7029, 0.3220, 0.0365, -1.1354, -0.4394, -1.2704, -0.1447, -0.4743, 0.2706, 0.5525, 0.3226, -0.5677, 0.5132, 0.2287, 0.3842, 0.3229, 0.2074, 0.4766, 0.4178, 0.3110, 0.2711, -1.0526, -0.6825, 0.0789, -0.0133, -1.4971, -0.4839, -0.9055, 0.2705, 0.2953, 0.3789, 0.3983, 0.3852, 0.1475, 0.1883, 0.3365, 0.4416, 0.3350, 0.3787, 0.3102, 0.3467, 0.0938, 0.2499, -1.4537, -0.9112, 0.8067, -0.7466, -1.4177, -1.1427, -0.3750, 0.2608, 0.3078, 0.4292, 0.5179, 0.5184, 0.5148, 0.4923, 0.2182, 0.3134, 0.4347, 0.2869, 0.3326, 0.2907, 0.4102, -0.1563, 0.0113, 0.3804, -0.6013, -0.1336, -0.4156, 0.1301, 0.4227, -0.0265, 0.5067, -0.2927, -0.9653, 0.9029, -0.5139, -1.2313, 0.1241, 0.3051, 0.3905, 0.2740, 0.3093, 0.3945, 1.8193, 0.7288, -0.5864, -1.2989, -0.8906, -0.4739, -0.2453, 0.3911, 0.2655, 0.2774, 0.7974, 0.8971, -0.5934, -0.4182, -0.9163, -0.0222, 0.1729, -0.4403, 0.4278, 0.0838, -0.8965, 0.7334, -0.5817, -0.4176, 0.0466, 0.3588, 0.3590, 0.4574, -0.1479, 0.1756], "total_charge": 0, "lumo_ha": 0.0148, "multiplicity": 1, "total_energy_ev": -58098.1023, "de_lowest_ev": 0.000, "gap_ev": 8.2769, "e_homo_ha": -0.289}